Record 1
An isolated molecule of C5H7NO. Source: the Open Molecules 2025 dataset; level of theory: ωB97M-V/def2-TZVPD.

```
! RIJCOSX wB97M-V def2-TZVPD def2/J DEFGRID3
* xyz 0 1
O 0.1832 1.4976 -0.2585
C 0.8053 0.3863 -0.7693
C 1.6186 -0.4610 0.1407
N 0.2084 -0.8882 -0.0237
C -0.8093 -0.2615 0.8376
C -1.1681 1.0448 0.0957
C -0.0391 -0.4925 -1.5390
H 2.2876 -1.2008 -0.2955
H 1.9184 -0.0910 1.1212
H -0.3925 -0.0226 1.8181
H -1.6393 -0.9625 0.9663
H -1.5378 1.8533 0.7173
H -1.9303 0.8176 -0.6851
H 0.4949 -1.2196 -2.1260
*
```

The LUMO energy is 0.90 eV. The total energy is -8830.5724 eV. For the energy above the lowest of the compared OMol25 structures with the same formula, charge and spin, the calculation gives 543.3 kJ/mol.

Record 2
An isolated molecule of C5H7NO. Source: the Open Molecules 2025 dataset; level of theory: ωB97M-V/def2-TZVPD.

```
! RIJCOSX wB97M-V def2-TZVPD def2/J DEFGRID3
* xyz 0 1
O 1.5313 2.0183 0.4851
C 0.7755 1.1147 0.1177
C 1.4631 -0.1832 -0.0796
C 0.5160 -1.3734 0.0265
C -0.8132 -1.2090 -0.0263
C -1.4791 0.1372 -0.1759
N -0.5621 1.2249 0.1086
H 2.2288 0.3995 0.6111
H 2.0359 -0.2269 -1.0114
H 0.9075 -2.3892 0.0620
H -1.4962 -2.0598 0.0253
H -2.3281 0.2247 0.5117
H -1.8927 0.2480 -1.1911
H -0.9008 2.0793 0.5235
*
```

The LUMO energy is 0.83 eV. The total energy is -8834.7781 eV. For the energy above the lowest of the compared OMol25 structures with the same formula, charge and spin, the calculation gives 137.5 kJ/mol.

Record 3
An isolated molecule of C5H7NO. Source: the Open Molecules 2025 dataset; level of theory: ωB97M-V/def2-TZVPD.

```
! RIJCOSX wB97M-V def2-TZVPD def2/J DEFGRID3
* xyz 0 1
C 1.2063 -1.3842 0.9022
C 0.1293 -0.5717 0.1647
C -0.4655 0.5438 0.9022
C -1.1396 1.3768 0.0961
N -1.0892 1.0212 -1.2415
C 0.1425 0.2120 -1.5483
O 0.5021 -0.0560 -2.6602
H 0.7843 -2.2386 1.4635
H 1.7667 -0.7853 1.6323
H 1.9094 -1.7974 0.1822
H -0.6073 -1.2338 -0.2917
H -0.1170 0.8554 1.8804
H -1.5275 2.3461 0.3923
H -1.4945 1.7117 -1.8742
*
```

The LUMO energy is 0.91 eV. The total energy is -8834.3616 eV. For the energy above the lowest of the compared OMol25 structures with the same formula, charge and spin, the calculation gives 177.6 kJ/mol.

Record 4
An isolated molecule of C5H7NO. Source: the Open Molecules 2025 dataset; level of theory: ωB97M-V/def2-TZVPD.

```
! RIJCOSX wB97M-V def2-TZVPD def2/J DEFGRID3
* xyz 0 1
C -1.4976 -0.3584 0.3236
C -0.6053 0.4374 -0.5957
C 0.4714 1.3232 -0.0041
O 1.6962 0.6444 0.3179
C 1.6827 -0.6928 0.4794
N 0.7723 -1.5336 0.2166
C -0.4048 -1.0446 -0.4362
H -1.3738 -0.2275 1.3972
H -2.5210 -0.5360 0.0050
H -1.0323 0.7904 -1.5306
H 0.1365 1.8143 0.9199
H 0.7570 2.0986 -0.7202
H 2.6387 -1.0278 0.8827
H -0.7201 -1.6877 -1.2558
*
```

The LUMO energy is 0.99 eV. The total energy is -8834.6028 eV. For the energy above the lowest of the compared OMol25 structures with the same formula, charge and spin, the calculation gives 154.4 kJ/mol.

Record 5
An isolated molecule of C5H7NO. Source: the Open Molecules 2025 dataset; level of theory: ωB97M-V/def2-TZVPD.

```
! RIJCOSX wB97M-V def2-TZVPD def2/J DEFGRID3
* xyz 0 1
N -0.5535 -0.3667 -2.4781
C -0.2532 -0.4661 -1.2463
O -0.7678 -1.5145 -0.4227
C -0.7538 -1.1379 0.9586
C 0.3971 -0.0737 1.1437
C 1.6983 -0.4964 0.5157
C 0.7254 0.3929 -0.2660
H -1.2121 -1.0615 -2.8803
H -0.5855 -2.0191 1.6005
H -1.7341 -0.6963 1.2056
H 0.3553 0.5616 2.0460
H 1.7054 -1.5263 0.1815
H 2.6963 -0.1617 0.8393
H 1.0276 1.4220 -0.5181
*
```

The LUMO energy is 1.05 eV. The total energy is -8834.4519 eV. For the energy above the lowest of the compared OMol25 structures with the same formula, charge and spin, the calculation gives 168.9 kJ/mol.

Record 6
A structure of composition C5H7NO. Source: the Open Molecules 2025 dataset; level of theory: ωB97M-V/def2-TZVPD.

```
! RIJCOSX wB97M-V def2-TZVPD def2/J DEFGRID3
* xyz 0 1
C -3.2245 -0.0140 -0.1083
C -0.9562 1.7998 0.5760
C -0.7134 0.6926 -0.1156
C 0.7950 -1.2114 -0.1188
C 0.3688 0.0007 -0.9096
N -2.1455 -0.5484 -0.2294
O -4.3134 0.3289 0.0068
H -1.9097 2.0556 0.9824
H -0.1304 2.3616 0.9950
H 0.1000 -1.9526 0.1076
H 1.2515 -0.7231 0.8512
H 1.5818 -1.6479 -0.6834
H 1.3278 0.3825 -0.9847
H -0.0583 -0.2953 -1.9441
*
```

The LUMO energy is 0.59 eV. The total energy is -8833.1858 eV. For the energy above the lowest of the compared OMol25 structures with the same formula, charge and spin, the calculation gives 291.1 kJ/mol.

Record 7
An isolated molecule of C5H7NO. Source: the Open Molecules 2025 dataset; level of theory: ωB97M-V/def2-TZVPD.

```
! RIJCOSX wB97M-V def2-TZVPD def2/J DEFGRID3
* xyz 0 1
N -0.7905 2.8607 0.7444
C -0.6382 1.7369 0.2220
O -0.1719 1.1105 -0.8728
C -0.1645 -1.5490 -1.3193
C 0.8634 -1.2941 -0.2798
C 0.1689 -0.6216 0.9215
C -0.8171 0.3270 0.2804
H -0.4192 3.6009 0.1542
H 0.3054 -1.5598 -2.3179
H 1.7698 -0.7475 -0.5765
H 1.1864 -2.3293 -0.0520
H 0.8583 -0.0820 1.5799
H -0.3735 -1.3589 1.5225
H -1.7772 -0.0937 -0.0066
*
```

The LUMO energy is -0.41 eV. The total energy is -8830.2141 eV. For the energy above the lowest of the compared OMol25 structures with the same formula, charge and spin, the calculation gives 577.8 kJ/mol.

Record 8
An isolated molecule of C5H7NO. Source: the Open Molecules 2025 dataset; level of theory: ωB97M-V/def2-TZVPD.

```
! RIJCOSX wB97M-V def2-TZVPD def2/J DEFGRID3
* xyz 0 1
O 1.2223 -0.1444 2.1493
C 0.0295 -0.4163 2.1700
C -0.6959 -0.8920 1.0016
C -0.3606 -0.4457 -1.1787
C -0.2710 1.0603 -1.0803
C 0.9865 0.2900 -0.8931
N -0.0758 -1.3051 -0.0661
H -0.6098 -0.0908 3.0078
H -1.7597 -0.6907 0.9344
H -0.5994 -0.8690 -2.1564
H -0.6782 1.6397 -0.2600
H -0.3113 1.5591 -2.0427
H 1.3985 0.2746 0.1312
H 1.7270 0.0963 -1.6476
*
```

The LUMO energy (alpha / beta) is -0.41 / -0.41 eV. The total energy is -8831.4250 eV. For the energy above the lowest of the compared OMol25 structures with the same formula, charge and spin, the calculation gives 461.0 kJ/mol.

Record 9
An isolated molecule of C5H7NO. Source: the Open Molecules 2025 dataset; level of theory: ωB97M-V/def2-TZVPD.

```
! RIJCOSX wB97M-V def2-TZVPD def2/J DEFGRID3
* xyz 0 1
C 0.5066 0.1037 1.5564
C 0.1374 -0.8010 0.3728
C -0.7027 -0.1648 -0.7613
C -1.0270 1.3038 -0.8304
O -0.6696 2.1738 -0.0742
C 1.3877 -1.2095 -0.5333
N 1.9256 -1.1987 -1.5674
H 1.2786 0.7938 1.2200
H 0.8823 -0.5072 2.3818
H -0.3204 0.7289 1.9193
H -0.3321 -1.7260 0.7240
H 0.0444 -0.2709 -1.5418
H -1.5339 -0.7908 -1.1026
H -1.5769 1.5650 -1.7633
*
```

The LUMO energy is 0.55 eV. The total energy is -8834.1891 eV. For the energy above the lowest of the compared OMol25 structures with the same formula, charge and spin, the calculation gives 194.3 kJ/mol.

Record 10
An isolated molecule of C5H7NO. Source: the Open Molecules 2025 dataset; level of theory: ωB97M-V/def2-TZVPD.

```
! RIJCOSX wB97M-V def2-TZVPD def2/J DEFGRID3
* xyz 0 1
C -1.4970 -0.8615 0.4084
C -0.0406 -0.9718 -0.0259
C 0.5964 0.3551 -0.3760
C 1.5206 1.0289 0.5492
O 1.9975 0.3310 -0.5897
C -0.1519 1.1834 -1.3239
N -0.7751 1.8261 -2.0564
H -1.5988 -0.2821 1.3314
H -1.9154 -1.8595 0.5689
H -2.0984 -0.3756 -0.3670
H 0.5851 -1.4121 0.7576
H 0.0219 -1.6269 -0.9003
H 1.6329 2.1108 0.5126
H 1.7228 0.5543 1.5112
*
```

The LUMO energy is 0.82 eV. The total energy is -8834.5025 eV. For the energy above the lowest of the compared OMol25 structures with the same formula, charge and spin, the calculation gives 164.1 kJ/mol.

Record 11
An isolated molecule of C5H7NO. Source: the Open Molecules 2025 dataset; level of theory: ωB97M-V/def2-TZVPD.

```
! RIJCOSX wB97M-V def2-TZVPD def2/J DEFGRID3
* xyz 0 1
C -2.0652 -0.1052 -0.2366
C -0.8060 -0.7154 0.3839
C 0.4196 -0.0628 -0.1625
C 2.6039 -0.1230 0.2617
O 1.5676 -0.7859 -0.1850
C 0.5062 1.3085 -0.4863
N 0.5012 2.4210 -0.8408
H -2.1394 0.9652 -0.0055
H -2.9668 -0.5932 0.1421
H -2.0326 -0.2102 -1.3271
H -0.8403 -0.6188 1.4882
H -0.7193 -1.7920 0.1732
H 3.5476 -0.3037 -0.2422
H 2.4234 0.6155 1.0368
*
```

The LUMO energy (alpha / beta) is 0.24 / -0.60 eV. The total energy is -8832.2429 eV. For the energy above the lowest of the compared OMol25 structures with the same formula, charge and spin, the calculation gives 382.1 kJ/mol.

Record 12
An isolated molecule of C5H7NO. Source: the Open Molecules 2025 dataset; level of theory: ωB97M-V/def2-TZVPD.

```
! RIJCOSX wB97M-V def2-TZVPD def2/J DEFGRID3
* xyz 0 1
C -1.5638 -0.2178 0.7184
C -0.7613 0.1365 -0.5068
C -0.4989 1.5484 -0.8334
N -0.2889 2.6678 -1.0421
C 0.4603 -0.6104 -0.0857
O 0.3790 -1.8848 0.1431
C 1.7865 0.0212 0.0931
H -1.4384 0.4900 1.5348
H -2.6010 -0.4702 0.5089
H -0.6120 -1.9350 0.3852
H -1.1697 -0.3640 -1.3951
H 2.5517 -0.7262 0.3064
H 1.7112 0.7071 0.9474
H 2.0455 0.6373 -0.7741
*
```

The LUMO energy (alpha / beta) is -0.52 / -0.52 eV. The total energy is -8832.0292 eV. For the energy above the lowest of the compared OMol25 structures with the same formula, charge and spin, the calculation gives 402.7 kJ/mol.

Record 13
An isolated molecule of C5H7NO. Source: the Open Molecules 2025 dataset; level of theory: ωB97M-V/def2-TZVPD.

```
! RIJCOSX wB97M-V def2-TZVPD def2/J DEFGRID3
* xyz 0 1
C 1.0330 -0.0714 -1.6288
C 0.3857 0.3654 -0.3534
C -0.7253 -0.0772 0.2944
N -1.8503 -0.7176 -0.2618
C -0.5469 0.2458 1.6845
C 0.6323 0.9071 1.7497
O 1.2008 1.0094 0.5272
H 0.3206 -0.1691 -2.4524
H 1.8611 0.5983 -1.9154
H 1.4178 -1.0820 -1.4363
H -1.8826 -1.6996 -0.0113
H -1.8702 -0.6007 -1.2689
H -1.1580 -0.0784 2.5203
H 1.1819 1.3700 2.5522
*
```

The LUMO energy is 0.98 eV. The total energy is -8835.2519 eV. For the energy above the lowest of the compared OMol25 structures with the same formula, charge and spin, the calculation gives 91.7 kJ/mol.

Record 14
An isolated molecule of C5H7NO. Source: the Open Molecules 2025 dataset; level of theory: ωB97M-V/def2-TZVPD.

```
! RIJCOSX wB97M-V def2-TZVPD def2/J DEFGRID3
* xyz 0 1
C 1.1292 1.1098 -0.0317
C 0.8097 -0.3068 -0.4512
C 0.2143 -1.2232 0.6007
O -1.2227 -1.2489 0.6440
C -1.8631 -0.1105 0.3183
N -1.4192 0.9092 -0.2885
C -0.0970 0.8295 -0.8417
H 0.9992 1.3709 1.0169
H 1.9501 1.6215 -0.5281
H 1.4525 -0.7674 -1.1997
H 0.5581 -0.9133 1.5902
H 0.4817 -2.2660 0.4238
H -2.9088 -0.1715 0.6210
H -0.0841 1.1668 -1.8739
*
```

The LUMO energy is 1.01 eV. The total energy is -8834.5883 eV. For the energy above the lowest of the compared OMol25 structures with the same formula, charge and spin, the calculation gives 155.8 kJ/mol.

Record 15
A cluster of 2 separate species, C5H7NO in total. Source: the Open Molecules 2025 dataset; level of theory: ωB97M-V/def2-TZVPD.

```
! RIJCOSX wB97M-V def2-TZVPD def2/J DEFGRID3
* xyz 0 1
C -3.9459 -1.1058 -1.2028
C 4.5694 0.8387 0.3086
C -3.2242 -0.0491 -0.5336
N 3.7830 0.0580 1.0828
C 5.5832 1.0646 -0.3303
C -2.9258 0.4575 0.6542
O -4.0454 0.2693 -1.6090
H 3.5907 -0.8404 0.6517
H 3.9745 0.0284 2.0760
H -3.4648 -1.7582 -1.9219
H -4.8441 -1.5440 -0.7827
H 6.5538 1.2703 -0.6779
H -2.6994 -0.2101 1.4669
H -2.9050 1.5209 0.8180
*
```

The LUMO energy is 0.83 eV. The total energy is -8830.5871 eV. For the energy above the lowest of the compared OMol25 structures with the same formula, charge and spin, the calculation gives 541.8 kJ/mol.

Record 16
An isolated molecule of C5H7NO. Source: the Open Molecules 2025 dataset; level of theory: ωB97M-V/def2-TZVPD.

```
! RIJCOSX wB97M-V def2-TZVPD def2/J DEFGRID3
* xyz 0 1
C -1.6941 -0.6853 0.1671
C -0.6073 0.2995 -0.2956
C -0.8343 1.6203 0.3006
N -0.8886 2.5688 0.9581
C 0.7607 -0.0549 0.3541
O 0.8003 -0.1507 1.5570
C 1.9942 -0.2402 -0.4856
H -1.5922 -0.8290 1.2447
H -2.6954 -0.2998 -0.0440
H -1.5820 -1.6513 -0.3350
H -0.5728 0.3614 -1.3906
H 2.8562 -0.0858 0.1662
H 2.0488 0.4229 -1.3533
H 2.0064 -1.2759 -0.8436
*
```

The LUMO energy is 0.63 eV. The total energy is -8835.4392 eV. For the energy above the lowest of the compared OMol25 structures with the same formula, charge and spin, the calculation gives 73.7 kJ/mol.